No. 1
106
Properties=species:S:1:pos:R:3 method="wB97M-V/def2-TZVPD" total_charge=-2
Y -0.398 0.658 -0.213
C 2.071 0.081 -2.619
N 0.965 1.026 -2.488
C 0.110 0.969 -3.679
C -0.961 -0.080 -3.552
N -1.757 0.270 -2.397
C -3.089 0.096 -2.492
C -3.850 -0.625 -3.436
F -3.256 -1.335 -4.431
C -5.231 -0.725 -3.372
F -5.875 -1.463 -4.299
C -5.959 -0.122 -2.373
F -7.303 -0.235 -2.318
C -5.260 0.597 -1.417
F -5.925 1.212 -0.427
C -3.894 0.685 -1.494
F -3.236 1.371 -0.537
C 1.495 2.392 -2.325
C 0.454 3.430 -1.919
N -0.418 2.991 -0.834
C -1.035 3.961 -0.116
C -1.021 5.362 -0.301
F -0.420 5.927 -1.381
C -1.620 6.258 0.571
F -1.526 7.579 0.321
C -2.317 5.835 1.678
F -2.892 6.710 2.526
C -2.413 4.470 1.879
F -3.094 3.998 2.934
C -1.814 3.596 1.005
F -1.981 2.278 1.260
H 2.737 0.357 -3.448
H 1.691 -0.924 -2.809
H 2.660 0.076 -1.701
H 0.741 0.818 -4.569
H -0.394 1.928 -3.780
H -0.507 -1.084 -3.476
H -1.526 -0.077 -4.486
H 1.949 2.717 -3.277
H 2.276 2.353 -1.577
H -0.128 3.735 -2.799
H 1.043 4.311 -1.644
C 3.466 -1.150 2.189
C 2.640 -0.798 1.107
N 1.331 -0.804 1.162
C 0.733 -1.169 2.339
C 1.470 -1.537 3.477
C 2.879 -1.505 3.365
C 0.809 -1.993 4.648
C -0.547 -2.113 4.625
C -1.307 -1.744 3.494
C -0.710 -1.207 2.368
N -1.341 -0.800 1.223
C -2.630 -1.261 0.937
C -3.763 -0.963 1.648
C -5.023 -1.501 1.291
C -5.152 -2.340 0.226
C -4.013 -2.665 -0.552
C -4.071 -3.534 -1.668
C -2.936 -3.806 -2.366
C -1.727 -3.184 -1.969
N -1.638 -2.357 -0.962
C -2.761 -2.112 -0.221
H 4.540 -1.152 2.062
H 3.092 -0.501 0.170
H 3.481 -1.796 4.219
H 1.392 -2.272 5.517
H -1.067 -2.494 5.498
H -2.382 -1.847 3.528
H -3.684 -0.291 2.494
H -5.897 -1.228 1.871
H -6.118 -2.746 -0.053
H -5.023 -3.967 -1.955
H -2.944 -4.464 -3.225
H -0.808 -3.377 -2.515
Br 1.035 5.599 5.590
C 1.687 5.110 3.871
C 2.507 5.994 3.187
C 2.969 5.638 1.926
C 2.617 4.415 1.370
C 1.792 3.547 2.070
C 1.315 3.895 3.328
C 1.327 2.264 1.431
O 0.331 1.683 1.929
O 1.890 1.869 0.383
H 2.768 6.946 3.629
H 3.599 6.326 1.376
H 2.961 4.122 0.386
H 0.643 3.223 3.845
N 1.580 -3.189 -1.023
C 2.817 -3.820 -0.768
C 2.906 -4.957 0.027
C 4.131 -5.582 0.233
C 5.293 -5.084 -0.345
C 5.204 -3.936 -1.128
C 3.984 -3.314 -1.341
S 6.869 -5.912 -0.152
O 6.676 -6.798 0.987
O 7.072 -6.606 -1.416
O 7.817 -4.830 0.075
H 0.882 -3.335 -0.305
H 1.699 -2.195 -1.142
H 2.007 -5.352 0.491
H 4.206 -6.463 0.858
H 6.108 -3.533 -1.567
H 3.926 -2.426 -1.966

No. 2
98
Properties=species:S:1:pos:R:3 method="wB97M-V/def2-TZVPD" total_charge=-2
K -0.760 -0.303 0.589
C -4.168 -5.749 0.292
C -4.726 -5.082 -0.797
C -4.069 -4.003 -1.384
C -2.847 -3.629 -0.865
C -1.885 -2.535 -1.214
N -2.160 -1.603 -2.086
C -1.180 -0.620 -2.267
C 0.112 -0.866 -2.928
C 0.661 -1.992 -3.523
C 1.961 -1.912 -3.996
C 2.697 -0.730 -3.866
C 2.145 0.395 -3.270
C 0.840 0.315 -2.803
C -0.033 1.296 -2.124
N 0.545 2.130 -1.059
C 1.412 1.848 -0.055
N 1.557 0.664 0.474
C 2.399 0.757 1.588
N 2.687 -0.198 2.427
C 2.137 -1.428 2.448
N 0.978 -1.819 1.806
C 0.774 -3.111 2.013
N -0.324 -3.862 1.599
C -1.003 -3.587 0.533
N -0.789 -2.636 -0.425
C -2.287 -4.294 0.223
C -2.941 -5.353 0.820
C 1.814 -3.643 2.866
C 2.067 -4.907 3.395
C 3.170 -5.082 4.212
C 4.028 -4.001 4.495
C 3.794 -2.745 3.973
C 2.673 -2.549 3.158
C 2.868 2.134 1.685
C 3.700 2.810 2.572
C 3.895 4.172 2.390
C 3.278 4.867 1.340
C 2.441 4.200 0.453
C 2.233 2.844 0.644
N -1.279 0.594 -1.822
H -4.702 -6.582 0.735
H -5.686 -5.406 -1.182
H -4.495 -3.460 -2.220
H 0.092 -2.912 -3.588
H 2.424 -2.779 -4.452
H 3.718 -0.699 -4.227
H 2.713 1.310 -3.159
H -2.502 -5.847 1.678
H 1.402 -5.732 3.164
H 3.383 -6.057 4.636
H 4.890 -4.167 5.135
H 4.460 -1.914 4.181
H 4.179 2.275 3.383
H 4.544 4.714 3.069
H 3.457 5.929 1.224
H 1.951 4.724 -0.361
Br -4.218 -0.205 0.924
C -3.844 0.059 2.796
Br -2.548 -1.215 3.444
H -4.761 -0.061 3.357
H -3.411 1.046 2.900
Br -0.884 5.968 0.727
C -0.708 4.383 1.741
C 0.148 4.344 2.827
C 0.281 3.142 3.501
C -0.462 2.053 3.074
N -1.303 2.105 2.042
C -1.408 3.248 1.363
H 0.727 5.214 3.103
H 0.978 3.041 4.321
H -0.360 1.088 3.561
H -2.037 3.248 0.480
C -0.786 9.627 -3.379
C -1.622 8.469 -3.943
C -1.869 8.709 -5.440
C -2.978 8.480 -3.236
C -0.874 7.147 -3.745
C 0.371 6.969 -4.338
C 1.110 5.788 -4.179
C 0.573 4.783 -3.408
O 1.099 3.583 -3.106
B 0.130 2.915 -2.209
O -1.014 3.861 -2.092
C -0.681 4.945 -2.805
C -1.406 6.107 -2.964
H -1.307 10.580 -3.514
H 0.183 9.692 -3.876
H -0.606 9.475 -2.313
H -2.406 9.650 -5.597
H -2.466 7.896 -5.858
H -0.932 8.755 -5.995
H -3.474 9.439 -3.413
H -2.867 8.349 -2.158
H -3.629 7.689 -3.612
H 0.799 7.762 -4.941
H 2.080 5.672 -4.646
H -2.366 6.185 -2.471

No. 3
103
Properties=species:S:1:pos:R:3 method="wB97M-V/def2-TZVPD" total_charge=-1
Pt 1.656 -0.463 -0.280
O 3.202 -0.980 -2.246
S 4.331 -0.615 -1.416
O 5.497 -1.453 -1.447
N 3.691 -0.366 0.042
C 4.158 -0.417 1.304
C 5.493 -0.494 1.684
C 5.842 -0.501 3.032
C 4.900 -0.437 4.033
C 3.536 -0.405 3.705
C 2.495 -0.448 4.660
C 1.191 -0.492 4.242
C 0.911 -0.457 2.872
N 1.863 -0.382 1.973
C 3.160 -0.378 2.335
C 4.806 1.027 -1.998
C 4.413 1.382 -3.277
C 4.735 2.634 -3.774
C 5.450 3.523 -2.989
C 5.828 3.167 -1.704
C 5.507 1.914 -1.204
H 6.258 -0.581 0.928
H 6.887 -0.567 3.301
H 5.194 -0.452 5.073
H 2.740 -0.483 5.715
H 0.377 -0.568 4.945
H -0.107 -0.503 2.504
H 3.851 0.671 -3.860
H 4.420 2.915 -4.769
H 5.705 4.500 -3.375
H 6.368 3.868 -1.084
H 5.798 1.631 -0.204
Se -4.277 3.189 -0.005
P -4.050 1.176 -0.609
C -4.598 0.974 -2.335
C -3.820 0.362 -3.309
C -4.271 0.322 -4.617
C -5.490 0.884 -4.953
C -6.269 1.491 -3.982
C -5.821 1.546 -2.676
C -5.120 0.133 0.437
C -6.252 -0.502 -0.056
C -7.129 -1.112 0.824
C -6.882 -1.089 2.186
C -5.739 -0.478 2.676
C -4.861 0.136 1.804
C -2.422 0.431 -0.527
C -1.083 0.799 -0.338
N -0.378 -0.336 -0.592
N -1.204 -1.299 -0.891
N -2.423 -0.874 -0.864
P -0.149 2.278 0.077
Se 1.876 2.214 -0.619
C -0.954 3.618 -0.832
C -1.045 3.420 -2.206
C -1.458 4.454 -3.021
C -1.783 5.679 -2.460
C -1.705 5.868 -1.090
C -1.282 4.840 -0.267
C -0.311 2.556 1.873
C -1.580 2.640 2.435
C -1.723 2.879 3.788
C -0.602 3.019 4.591
C 0.664 2.916 4.036
C 0.814 2.689 2.678
H -2.878 -0.099 -3.056
H -3.662 -0.147 -5.375
H -5.830 0.863 -5.978
H -7.219 1.934 -4.243
H -6.406 2.043 -1.913
H -6.451 -0.522 -1.118
H -8.017 -1.596 0.445
H -7.587 -1.538 2.868
H -5.544 -0.467 3.738
H -3.976 0.636 2.179
H -0.776 2.457 -2.622
H -1.516 4.308 -4.089
H -2.093 6.492 -3.100
H -1.974 6.823 -0.664
H -1.231 4.971 0.804
H -2.451 2.549 1.803
H -2.712 2.972 4.214
H -0.714 3.205 5.651
H 1.538 3.022 4.663
H 1.799 2.619 2.237
O 2.610 -3.029 1.286
C 2.005 -3.366 0.276
O 1.418 -2.612 -0.550
C 1.842 -4.842 -0.066
C 1.026 -5.195 -1.133
C 0.820 -6.546 -1.421
C 1.414 -7.538 -0.655
C 2.229 -7.168 0.406
C 2.454 -5.818 0.704
N 2.824 -8.183 1.211
O 2.594 -9.357 0.936
O 3.534 -7.836 2.149
N -0.029 -6.925 -2.506
O -0.576 -6.043 -3.153
O -0.168 -8.122 -2.733
H 0.548 -4.430 -1.724
H 1.239 -8.582 -0.874
H 3.090 -5.543 1.532

M
In order: 1178.693, 1058.483, 1283.854
Unit: g/mol
E
In order: -6617.924771, -10839.954334, -8837.813667
Unit: hartree
Relative energy (zero: lowest compared OMol25 entry of this formula, charge and spin)
In order: 106.3, 52.1, 130.4
Unit: kJ/mol